# 1
{"formula": "C13H11Br3N2O4", "method": "the ωB97M-V functional and the def2-TZVPD basis", "symbols": ["C", "Br", "Br", "Br", "H", "C", "C", "C", "C", "C", "C", "N", "O", "O", "H", "H", "H", "H", "H", "C", "C", "C", "C", "C", "C", "N", "O", "O", "H", "H", "H", "H", "H"], "xyz": [[-3.845, -4.989, 1.778], [-2.483, -4.361, 3.052], [-5.270, -5.765, 2.845], [-3.099, -6.379, 0.481], [-4.265, -4.129, 1.257], [-2.435, 2.783, -3.249], [-1.775, 3.674, -2.468], [-1.977, 3.515, -1.132], [-2.970, 2.670, -0.625], [-3.689, 1.879, -1.472], [-3.426, 1.945, -2.810], [-3.321, 2.756, 0.849], [-4.431, 2.208, 1.199], [-2.584, 3.479, 1.561], [-2.244, 2.877, -4.308], [-1.030, 4.307, -2.927], [-1.381, 4.084, -0.434], [-4.446, 1.234, -1.048], [-3.862, 1.227, -3.490], [3.806, -2.755, 1.288], [3.625, -2.372, -0.008], [3.944, -1.060, -0.355], [4.429, -0.165, 0.540], [4.722, -0.561, 1.843], [4.356, -1.859, 2.195], [4.579, 1.335, 0.078], [4.295, 1.607, -1.017], [4.923, 2.207, 0.859], [3.459, -3.641, 1.799], [3.111, -2.972, -0.744], [3.826, -0.780, -1.391], [5.030, 0.127, 2.616], [4.426, -2.128, 3.239]], "nbo_charge": [-0.45, 0.08, 0.09, 0.05, 0.23, -0.17, -0.22, -0.18, 0.03, -0.19, -0.22, 0.51, -0.38, -0.35, 0.21, 0.23, 0.25, 0.25, 0.22, -0.19, -0.20, -0.21, 0.04, -0.20, -0.20, 0.55, -0.35, -0.40, 0.23, 0.23, 0.25, 0.25, 0.22], "orbital_gap_ev": 9.4479, "de_lowest_kj_mol": 150.7, "spin_multiplicity": 1}

# 2
{"formula": "C13H11Cl2F6NO7PdS3", "method": "the ωB97M-V functional and the def2-TZVPD basis", "symbols": ["Pd", "Cl", "C", "C", "C", "Cl", "C", "O", "C", "C", "O", "C", "H", "H", "H", "F", "C", "F", "F", "S", "O", "O", "N", "S", "O", "O", "C", "F", "F", "F", "O", "S", "C", "C", "C", "C", "H", "H", "H", "H", "H", "H", "H", "H"], "xyz": [[-1.413, -0.480, 0.453], [0.505, -5.798, 5.106], [0.023, -4.350, 4.278], [0.160, -3.114, 4.926], [-0.211, -1.959, 4.298], [-0.041, -0.447, 5.113], [-0.743, -1.945, 2.970], [-1.077, -0.820, 2.452], [-0.873, -3.219, 2.346], [-1.429, -3.408, 1.044], [-1.795, -2.563, 0.220], [-0.488, -4.403, 3.019], [0.560, -3.072, 5.930], [-1.548, -4.458, 0.741], [-0.608, -5.356, 2.520], [-4.304, 1.210, 0.052], [-3.851, 2.156, -0.778], [-4.489, 2.065, -1.936], [-4.074, 3.342, -0.238], [-2.042, 1.874, -1.036], [-1.473, 1.869, 0.309], [-1.983, 0.542, -1.632], [-1.567, 2.926, -2.047], [-1.247, 4.468, -1.721], [-1.606, 4.856, -0.395], [-1.601, 5.258, -2.850], [0.596, 4.423, -1.740], [1.060, 4.005, -2.919], [1.068, 5.640, -1.501], [1.056, 3.590, -0.799], [0.555, -0.813, -0.355], [1.450, 0.411, -0.603], [3.110, -0.328, -0.667], [3.493, -0.542, -2.138], [2.203, -0.518, -2.956], [1.398, 0.641, -2.390], [2.990, -1.257, -0.110], [3.794, 0.322, -0.123], [4.041, -1.475, -2.258], [4.148, 0.267, -2.465], [1.645, -1.447, -2.830], [2.394, -0.381, -4.020], [0.348, 0.681, -2.678], [1.863, 1.609, -2.590]], "nbo_charge": [1.35, 0.01, -0.09, -0.18, -0.13, 0.04, 0.48, -0.73, -0.32, 0.44, -0.62, -0.15, 0.25, 0.15, 0.23, -0.31, 0.73, -0.30, -0.29, 2.23, -0.96, -0.97, -1.22, 2.26, -0.91, -0.90, 0.71, -0.32, -0.30, -0.32, -0.99, 1.24, -0.59, -0.41, -0.42, -0.60, 0.26, 0.25, 0.23, 0.21, 0.23, 0.23, 0.28, 0.24], "orbital_gap_ev": [7.9004, 6.5918], "de_lowest_kj_mol": 0.0, "s_squared": 2.005, "spin_multiplicity": 3}

# 3
{"formula": "C13H11Cl6F16Na2O5", "method": "the ωB97M-V functional and the def2-TZVPD basis", "symbols": ["Na", "Na", "O", "C", "O", "O", "H", "C", "C", "C", "F", "F", "F", "F", "O", "C", "C", "F", "F", "F", "F", "H", "H", "H", "H", "C", "C", "C", "F", "F", "F", "F", "O", "C", "C", "F", "F", "F", "F", "H", "H", "H", "H", "C", "Cl", "Cl", "Cl", "H", "C", "Cl", "Cl", "Cl", "H"], "xyz": [[-0.253, -6.248, 4.587], [3.239, -3.798, -1.141], [-1.913, -1.104, 1.494], [-0.763, -1.587, 1.033], [-0.242, -1.154, -0.016], [-0.137, -2.507, 1.592], [-2.099, -0.586, 0.707], [4.504, 2.493, -9.405], [5.641, 3.389, -8.769], [6.462, 4.063, -9.883], [7.271, 3.203, -10.493], [5.731, 4.739, -10.770], [5.104, 4.291, -7.937], [6.370, 2.584, -8.012], [3.859, 1.892, -8.300], [2.706, 1.070, -8.561], [2.110, 0.464, -7.230], [0.968, -0.177, -7.568], [3.001, -0.375, -6.659], [1.880, 1.865, -9.208], [3.049, 0.105, -9.369], [4.847, 1.771, -10.145], [3.794, 3.055, -10.011], [7.078, 4.841, -9.432], [1.860, 1.256, -6.525], [-4.094, -3.258, 7.616], [-4.897, -4.542, 7.939], [-5.010, -5.534, 6.769], [-5.627, -4.971, 5.729], [-3.786, -5.847, 6.264], [-4.273, -5.179, 8.973], [-6.134, -4.152, 8.348], [-2.655, -3.445, 7.659], [-1.880, -2.521, 8.453], [-1.616, -1.288, 7.631], [-2.779, -0.642, 7.320], [-0.823, -0.407, 8.241], [-2.350, -2.387, 9.709], [-0.711, -3.175, 8.623], [-4.522, -2.434, 8.188], [-4.416, -2.981, 6.612], [-5.523, -6.460, 7.030], [-1.200, -1.558, 6.660], [3.868, 3.584, 0.945], [4.768, 2.028, 0.854], [4.844, 4.821, 0.072], [3.540, 4.039, 2.652], [2.903, 3.610, 0.438], [-6.348, 3.913, 1.486], [-6.468, 2.892, 2.941], [-7.442, 3.339, 0.143], [-4.684, 4.136, 0.926], [-6.753, 4.876, 1.799]], "nbo_charge": [0.99, 1.00, -0.70, 0.92, -0.84, -0.86, 0.49, -0.15, 0.62, 0.51, -0.31, -0.32, -0.31, -0.31, -0.54, 0.85, 0.52, -0.32, -0.32, -0.31, -0.31, 0.20, 0.20, 0.14, 0.15, -0.15, 0.61, 0.51, -0.32, -0.35, -0.32, -0.31, -0.53, 0.85, 0.49, -0.33, -0.30, -0.30, -0.32, 0.24, 0.21, 0.16, 0.16, -0.25, 0.00, 0.00, 0.02, 0.24, -0.26, 0.01, -0.01, 0.03, 0.23], "total_charge": 1, "orbital_gap_ev": 3.7149, "spin_multiplicity": 1}

# 4
{"formula": "C13H11ClS", "method": "the ωB97M-V functional and the def2-TZVPD basis", "symbols": ["C", "C", "C", "C", "C", "C", "C", "C", "C", "C", "C", "C", "C", "S", "Cl", "H", "H", "H", "H", "H", "H", "H", "H", "H", "H", "H"], "xyz": [[-0.629, -3.158, -0.144], [-1.764, -2.554, 0.324], [2.004, 1.336, 2.156], [0.410, -2.484, -0.927], [-2.051, -1.209, 0.064], [1.714, 1.689, 0.758], [0.938, 1.291, 2.959], [0.095, -1.186, -1.123], [-1.063, -0.524, -0.633], [0.383, 1.924, 0.623], [0.475, 0.059, -1.835], [-0.846, 0.683, -1.442], [-0.442, 2.252, -0.569], [-0.478, 1.763, 2.106], [0.351, 3.259, -1.825], [-0.604, -4.287, -0.168], [-2.383, -3.240, 0.941], [2.981, 0.948, 2.415], [1.255, -2.862, -1.418], [-3.012, -0.886, 0.345], [2.443, 1.967, 0.020], [0.863, 1.324, 3.994], [1.350, 0.575, -1.267], [0.821, -0.065, -2.867], [-1.454, 0.686, -2.230], [-1.353, 2.699, -0.258]], "nbo_charge": [-0.19, -0.24, -0.23, -0.22, -0.19, -0.26, -0.41, -0.01, -0.04, -0.25, -0.43, -0.18, -0.20, 0.44, -0.04, 0.21, 0.22, 0.22, 0.22, 0.21, 0.24, 0.23, 0.23, 0.22, 0.21, 0.22], "orbital_gap_ev": 9.3703, "de_lowest_kj_mol": 171.6, "spin_multiplicity": 1}

# 5
{"formula": "C13H11ClS", "method": "the ωB97M-V functional and the def2-TZVPD basis", "symbols": ["C", "C", "C", "C", "C", "C", "C", "C", "C", "C", "C", "C", "C", "S", "Cl", "H", "H", "H", "H", "H", "H", "H", "H", "H", "H", "H"], "xyz": [[4.006, 0.640, -0.504], [3.660, -0.260, -1.479], [-4.261, -0.098, 0.910], [3.020, 1.288, 0.271], [2.298, -0.420, -1.875], [-3.195, -0.373, -0.034], [-3.899, -0.411, 2.168], [1.748, 0.814, 0.126], [1.353, -0.045, -0.939], [-2.050, -0.748, 0.605], [0.349, 1.129, 0.616], [-0.067, 0.106, -0.490], [-0.771, -1.124, 0.008], [-2.288, -1.054, 2.305], [-0.958, -2.152, -1.413], [4.969, 0.834, -0.380], [4.458, -0.766, -2.157], [-5.270, 0.248, 0.836], [3.384, 2.097, 0.984], [1.996, -0.987, -2.796], [-3.133, -0.317, -1.052], [-4.673, -0.324, 2.964], [0.016, 0.754, 1.625], [0.240, 2.255, 0.323], [-0.876, 0.404, -1.322], [-0.060, -1.491, 0.700]], "nbo_charge": [-0.21, -0.21, -0.25, -0.20, -0.19, -0.24, -0.40, -0.02, -0.05, -0.20, -0.44, -0.19, -0.25, 0.43, -0.03, 0.20, 0.22, 0.23, 0.22, 0.22, 0.23, 0.24, 0.23, 0.24, 0.22, 0.23], "orbital_gap_ev": 9.6461, "de_lowest_kj_mol": 143.8, "spin_multiplicity": 1}

# 6
{"formula": "C13H11F2InO3", "method": "the ωB97M-V functional and the def2-TZVPD basis", "symbols": ["In", "O", "C", "O", "O", "H", "F", "C", "C", "C", "C", "C", "C", "H", "H", "H", "H", "H", "F", "C", "C", "C", "C", "C", "C", "H", "H", "H", "H", "H"], "xyz": [[10.673, 12.770, -17.791], [9.452, 9.522, -21.530], [9.244, 9.823, -20.237], [9.854, 10.828, -19.813], [8.680, 9.064, -19.436], [9.934, 10.181, -22.035], [9.550, 14.698, -19.777], [8.721, 15.256, -20.652], [7.761, 16.158, -20.279], [6.880, 16.664, -21.269], [7.023, 16.291, -22.628], [8.001, 15.410, -23.001], [8.778, 14.888, -22.016], [7.774, 16.532, -19.265], [6.075, 17.374, -21.149], [6.283, 16.772, -23.250], [8.168, 15.217, -24.050], [9.479, 14.132, -22.337], [13.066, 11.316, -18.171], [14.021, 10.347, -18.246], [13.835, 9.267, -19.073], [14.877, 8.272, -19.146], [15.992, 8.426, -18.352], [16.138, 9.526, -17.497], [15.211, 10.572, -17.485], [12.878, 9.091, -19.542], [14.674, 7.388, -19.733], [16.755, 7.662, -18.329], [17.025, 9.470, -16.884], [15.317, 11.480, -16.911]], "nbo_charge": [0.98, -0.64, 0.94, -0.65, -0.16, 0.52, -0.29, 0.51, -0.31, 0.04, 0.02, -0.24, -0.08, 0.28, 0.27, 0.27, 0.28, 0.25, -0.32, 0.55, -0.31, 0.00, 0.03, -0.21, -0.11, 0.27, 0.27, 0.27, 0.28, 0.28], "total_charge": 3, "orbital_gap_ev": [7.7676, 6.2423], "s_squared": 1.795, "spin_multiplicity": 2}

# 7
{"formula": "C13H11NO2", "method": "the ωB97M-V functional and the def2-TZVPD basis", "symbols": ["C", "C", "C", "C", "C", "C", "C", "C", "O", "C", "C", "C", "O", "H", "H", "H", "H", "H", "H", "H", "H", "C", "C", "N", "H", "H", "H"], "xyz": [[-1.436, 2.003, -1.322], [-0.722, 0.774, -1.816], [-0.757, 0.514, -3.196], [-0.126, -0.595, -3.741], [0.575, -1.477, -2.922], [0.603, -1.238, -1.555], [-0.043, -0.126, -0.981], [0.044, 0.013, 0.495], [-0.023, 1.061, 1.096], [0.259, -1.241, 1.254], [0.867, -2.292, 0.712], [1.356, -2.180, -0.674], [2.315, -2.787, -1.082], [-0.954, 2.903, -1.695], [-1.489, 2.072, -0.247], [-2.444, 2.008, -1.736], [-1.301, 1.198, -3.830], [-0.167, -0.785, -4.804], [1.097, -2.333, -3.317], [-0.096, -1.275, 2.274], [1.044, -3.214, 1.242], [0.522, 1.566, 4.305], [-0.339, 0.393, 4.328], [-1.002, -0.542, 4.323], [0.468, 2.029, 3.321], [0.198, 2.279, 5.060], [1.550, 1.272, 4.507]], "nbo_charge": [-0.65, 0.04, -0.21, -0.18, -0.17, -0.12, -0.10, 0.52, -0.54, -0.24, -0.23, 0.51, -0.50, 0.23, 0.25, 0.22, 0.22, 0.22, 0.24, 0.25, 0.23, -0.73, 0.32, -0.37, 0.28, 0.25, 0.25], "orbital_gap_ev": 8.6452, "smiles": "Cc1cccc2c1C(=O)C=CC2=O.CC#N", "de_lowest_kj_mol": 93.4, "spin_multiplicity": 1}

# 8
{"formula": "C13H11NO3", "method": "the ωB97M-V functional and the def2-TZVPD basis", "symbols": ["O", "O", "O", "C", "C", "C", "C", "C", "C", "C", "C", "C", "C", "C", "C", "C", "N", "H", "H", "H", "H", "H", "H", "H", "H", "H", "H", "H"], "xyz": [[-2.031, 5.253, -1.171], [-0.689, 1.880, -0.762], [-0.156, 5.510, -3.055], [-1.163, 4.406, -1.092], [-1.800, 3.068, 0.814], [-1.502, 1.763, 1.343], [-1.221, 3.142, -0.388], [-0.713, 1.101, 0.403], [-0.371, -0.270, 0.587], [0.851, -0.943, 0.150], [1.363, -5.045, 0.778], [0.061, -4.523, 0.480], [2.446, -4.168, 0.782], [-0.071, -3.208, 0.196], [2.311, -2.834, 0.430], [1.020, -2.385, 0.187], [-0.248, 4.459, -2.158], [-1.035, 5.957, -2.858], [-2.514, 3.817, 1.234], [-1.551, 1.376, 2.358], [-1.247, -0.877, 0.925], [1.682, -0.350, -0.106], [1.486, -6.117, 0.948], [-0.862, -5.086, 0.566], [3.463, -4.516, 1.051], [-1.183, -2.916, 0.091], [3.223, -2.256, 0.398], [0.449, 3.761, -2.131]], "nbo_charge": [-0.63, -0.41, -0.52, 0.57, -0.21, -0.29, 0.13, 0.25, -0.27, -0.10, -0.21, -0.19, -0.21, -0.20, -0.19, -0.10, -0.31, 0.50, 0.25, 0.23, 0.22, 0.20, 0.22, 0.21, 0.22, 0.22, 0.22, 0.38], "orbital_gap_ev": 7.6699, "smiles": "O=C(NO)c1ccc(/C=C/c2ccccc2)o1", "de_lowest_kj_mol": 253.3, "spin_multiplicity": 1}